C4H10NOP | ωB97M-V/def2-TZVPD

The geometry in ORCA input format:
```
! wB97M-V def2-TZVPD RIJCOSX def2/J DEFGRID3
* xyz 0 1
H 2.99689 -0.11779 -0.13691
N -0.40229 -0.39560 0.06178
H 1.96182 -0.71182 1.07973
C -1.76515 0.78757 -2.07605
H -2.62568 0.83922 -2.77253
O -0.76251 0.52834 2.21501
C -0.79012 -0.64152 1.42454
H -1.11209 1.68161 -1.90753
H 2.14717 -1.67815 -0.26328
H -1.84071 -1.02012 1.39770
H -0.57636 1.24786 1.59224
H 0.82014 0.46976 -1.37824
P -1.76231 -0.45885 -0.95709
C 2.00465 -0.64773 0.05475
H -0.06526 -1.33731 1.95509
H 0.95367 1.26888 0.06640
C 0.81814 0.18568 -0.35564
*
```

* SMILES string: C=PN(CC)CO
* strongest force on any atom: 0.0568 Eh/bohr

***

C54H55BaCl2N7S2Sb | ωB97M-V/def2-TZVPD

The geometry in ORCA input format:
```
! wB97M-V def2-TZVPD RIJCOSX def2/J DEFGRID3
* xyz -1 1
H 5.85033 3.45935 3.96554
H -1.22407 -4.05668 1.29969
H 4.89810 -0.39752 -0.29250
Cl -4.96166 2.26517 -4.64852
C -6.31816 -1.36315 -0.59073
C -2.02034 -5.31251 -0.27502
C 3.00796 3.61782 0.75139
C 4.04875 1.50767 0.20260
C -1.14665 -1.55193 4.90621
H -0.99743 -0.49362 -6.17418
H -2.47081 0.07703 -2.87378
C -6.83585 -0.94745 -1.81024
C -1.35447 -3.71653 -4.11004
H -3.79800 -8.16086 -0.82241
C 4.30939 1.04316 4.40947
C -4.72793 -1.44083 -2.84479
C -3.70073 -4.98529 -1.98229
C 2.25979 4.17695 -3.24211
H -3.46761 0.21123 0.08611
H -7.85635 -0.58937 -1.87204
H -5.28800 -2.24205 1.61625
H -3.10863 3.82737 2.10461
H 3.55832 0.72614 -4.23229
C 3.28525 4.09135 -4.16870
H -0.71906 3.80703 0.91939
H 5.65354 1.63255 -1.20105
S 1.63299 0.23869 -2.30508
C -0.11386 -0.62256 4.91789
C -2.66257 3.20466 1.32482
H 6.53951 -0.85308 6.94131
H -4.13968 -3.31295 0.80605
C -1.51415 -1.30471 -4.26350
C 1.66192 3.05674 -2.64331
C -0.14521 -0.52903 2.43724
C 4.84577 3.57374 -0.78776
C -0.95292 -3.79369 -5.43562
H -3.03804 1.29527 2.24512
H 6.80600 1.58181 6.62083
H -6.43895 -0.69470 -3.90480
C 3.07062 2.23374 0.88830
C 4.91677 2.19610 -0.63958
H 0.42242 0.93867 6.32705
C 0.45199 -0.15133 6.23721
H -4.12329 -1.49702 -3.74268
C 2.16220 1.76600 -2.99668
Cl -2.98985 3.44827 -2.79860
H -2.47237 -2.73921 3.70237
C -6.04289 -1.00037 -2.94414
H 3.44572 -0.87705 3.97981
H 1.87678 0.77083 4.73632
H -0.73215 -4.75621 -5.88030
C 5.43857 3.22684 4.95257
N 2.07767 1.56563 1.66807
C 3.85081 5.29830 -4.71854
C -2.66091 -4.48032 -1.20292
C -1.18135 -1.47364 2.51257
Ba 0.01453 0.83487 0.17245
N 1.49358 0.74055 3.80729
C -0.88641 -4.81449 0.58974
H -0.78260 0.44526 -3.27118
C 4.96210 -1.01182 5.49033
C 4.80256 2.67063 -5.51894
H -1.43907 -4.62867 -3.53236
Sb -2.10792 -2.40727 -1.42852
N 5.63306 2.54180 -6.30517
H -3.07704 1.58852 -0.67289
H 4.84084 -2.08120 5.60791
C 3.89230 4.28963 -0.07806
H 1.90172 5.15519 -2.94977
H -6.94700 -1.34444 0.29324
H -1.52948 -1.92904 5.84909
H 3.81051 5.36272 -0.19727
H -1.61583 -1.83910 1.58189
C -3.48597 -7.12923 -0.93269
H -2.88330 3.68416 0.36713
C -3.60246 3.39319 -4.44814
C -4.49790 -2.28153 0.86670
H 1.49205 -0.46555 6.37994
C -5.00384 -1.80996 -0.47595
C -1.72831 0.06710 -3.67454
C -1.67771 -1.99825 3.70384
H 4.45329 -0.22894 1.41413
H -4.19756 -4.33893 -2.69736
C -3.33124 1.83697 1.34130
N -1.20333 3.09407 1.45711
C 4.16972 -0.33468 4.57555
H 6.11646 3.63996 5.69864
N 4.28753 6.27524 -5.14247
H 2.22961 4.15785 1.27690
H -0.51799 -2.67272 -7.21571
C -4.11424 -6.30391 -1.85485
C 4.15778 0.01898 0.38931
H -3.94904 4.38153 -4.71984
H -3.66777 -1.67049 1.23202
H 3.20577 -0.47078 0.18486
H 4.47836 3.74182 5.02939
S 0.37264 3.35882 -1.49512
C -1.65047 -2.48665 -3.51967
H -2.06718 0.76452 -4.44250
H -0.44402 -5.63098 1.15995
H -0.09733 -4.35675 -0.01010
C 3.18707 1.70409 -3.95507
C 0.37018 -0.15649 3.68099
H -0.90869 3.17425 2.42252
H -4.92002 -6.68280 -2.47175
H -0.12472 -0.56485 7.06383
C 2.33781 1.31814 2.90350
N -2.90120 1.04861 0.17252
C -1.11388 -1.40407 -5.59589
C 6.06297 1.03984 6.04601
H 5.51694 4.08158 -1.46946
H -2.79344 3.06538 -5.08875
C -4.18750 -1.83184 -1.62144
H 4.00455 2.45770 2.93570
C 3.75420 2.82448 -4.54070
C -0.83574 -2.62930 -6.18088
C 5.27205 1.74439 5.14796
C -2.45119 -6.63362 -0.15296
H -1.96313 -7.28297 0.56589
C 5.91354 -0.32779 6.23171
H -4.41741 1.98133 1.36939
N 3.52095 1.77144 3.49672
*
```

* strongest force on any atom: 0.0231 Eh/bohr

***

C24H25N4O6PbS | ωB97M-V/def2-TZVPD

The geometry in ORCA input format:
```
! wB97M-V def2-TZVPD RIJCOSX def2/J DEFGRID3
* xyz -1 1
C 1.20217 -0.91127 -3.37235
H 1.80596 -1.04895 -4.25478
C -0.80575 3.60395 1.46501
H 1.31253 4.84474 -0.29340
C -1.79409 -0.45598 -1.41774
H -5.46983 -1.95774 -3.85686
Pb 1.06999 -0.04675 1.19086
S 0.13829 2.87141 0.14586
C 3.30407 -0.30853 3.61681
C -3.60267 -0.21908 0.32516
C -2.22877 -0.34648 2.07786
H 4.22022 -2.97750 2.68088
C -2.24765 -0.37862 -0.09810
H 2.40083 3.39264 -0.26190
H 1.85207 4.10195 1.26065
C -3.88899 1.02570 -4.17760
H 0.77966 -2.54998 2.66588
C 1.57991 3.92217 0.22156
C -2.91281 0.86293 -3.21008
H -4.43500 -0.10613 2.36336
C 3.22513 -2.51141 2.65203
H -1.75745 3.07567 1.49983
H -0.86443 -0.83030 -4.11617
H 2.33004 -4.29550 1.86110
C -0.16512 -0.79473 -3.29636
O 0.99673 -2.70627 1.72951
H -3.73145 -2.22780 -2.10401
H 3.37813 0.75179 3.35687
C -2.85325 -0.31027 -2.46261
H -0.27615 3.47500 2.40895
H 2.69689 -0.79128 -1.69951
C -3.59144 -0.20861 1.69908
N 3.30655 -1.08114 2.37256
O 2.11173 -0.68546 5.63315
C -4.75296 -1.17035 -3.66639
H -1.80649 -0.36822 3.07559
H -3.94531 1.93965 -4.75339
C -4.80751 0.00554 -4.40945
C 4.39202 0.67847 0.91475
H 4.45110 -1.44141 0.66843
H -0.95546 4.65856 1.23080
C -0.49740 -0.62127 -1.91980
O -0.58469 3.18148 -1.12682
H 2.78647 -2.65056 3.64374
H 2.65923 -3.07141 0.62825
N -1.43689 -0.44590 1.02536
N 0.67960 -0.64501 -1.17888
H -2.19156 1.64704 -3.01308
H 5.39099 -0.84982 2.04920
O 5.46398 1.26630 0.80858
C 2.32981 -3.22044 1.65837
H 4.15731 -0.56454 4.25463
H -4.46146 -0.10562 -0.31700
C 2.00385 -0.53692 4.41966
N -6.63445 0.28721 -6.23112
O 0.92644 -0.54833 3.73169
C 1.66986 -0.79552 -2.04166
C -3.78171 -1.32029 -2.69134
C -5.82468 0.16435 -5.42494
O 3.24325 1.09339 0.54641
C 4.44061 -0.74454 1.51288
*
```

* strongest force on any atom: 0.0143 Eh/bohr

***

Across the entries above, HOMO-LUMO gap takes the values 9.2660; 5.8634; 6.8323 eV, respectively.
Across the entries above, LUMO level takes the values 0.6490; 1.8333; 1.6093 eV, respectively.
Across the entries above, ΔE to the lowest compared entry with this formula, charge and spin takes the values 54.78; 10.10; 12.31 kcal/mol, respectively.